The following is a quantum chemistry calculation of a molecular structure, C49H53BrN9O5P2SSe2V in a non-equilibrium geometry, from OMol25.

relative energy (zero: lowest compared OMol25 entry of this formula, charge and spin) = 253.5 kJ/mol
expectation value of S² = 0.9659
E_tot = -12169.66801 Ha
multiplicity = 2
total charge = +1

Last column: Löwdin charge in e.
Geometry (Å):
V -1.8656 1.0568 1.4997  0.5075
O -5.1582 5.8395 2.8781  0.0793
C -4.4016 4.7855 2.5265  -0.2897
C -3.5451 4.8020 1.4239  0.0893
C -2.8100 3.6587 1.1480  -0.1677
N -2.8812 2.5738 1.9177  -0.0426
C -3.7172 2.5373 2.9556  -0.1403
C -4.5065 3.6138 3.2960  0.1130
C -3.6181 1.1670 3.5838  -0.5493
O -4.3745 0.7421 4.4308  0.0997
O -2.6411 0.5371 3.0354  -0.2432
C -1.9241 3.3425 -0.0077  -0.5558
O -1.7823 4.0422 -1.0071  0.0407
O -1.3955 2.1786 0.1548  -0.2258
H -4.9620 6.6174 2.3398  0.1195
H -3.4283 5.6732 0.7966  0.1317
H -5.1830 3.5657 4.1317  0.1399
Se 2.5392 -4.3632 -0.1191  0.4136
P 3.2017 -2.4431 0.3719  0.5679
C 4.1750 -2.4495 1.9137  -0.3400
C 5.1799 -1.5257 2.1687  -0.0795
C 5.9540 -1.6582 3.3071  -0.0802
C 5.7299 -2.7051 4.1859  -0.0597
C 4.7595 -3.6539 3.9082  -0.0597
C 3.9922 -3.5332 2.7663  -0.1571
C 4.3071 -1.6184 -0.8109  -0.3658
C 4.4513 -0.2351 -0.8467  -0.1072
C 5.3991 0.3287 -1.6783  -0.0716
C 6.1940 -0.4796 -2.4757  -0.0673
C 6.0393 -1.8555 -2.4467  -0.0601
C 5.0989 -2.4279 -1.6115  -0.0880
C 1.7527 -1.3230 0.3661  -0.3306
C 0.8179 -0.6503 1.1842  -0.3052
N -0.2321 -0.3364 0.4106  0.0856
N 0.0753 -0.7809 -0.7975  -0.0559
N 1.2313 -1.3628 -0.8550  0.1224
P 0.9062 0.0052 2.8843  0.6676
Se 0.0090 1.9150 3.0400  0.6464
C 0.3340 -1.3810 3.9173  -0.3190
C 1.1544 -2.5030 3.9719  -0.0920
C 0.7633 -3.6000 4.7113  -0.0571
C -0.4556 -3.5880 5.3738  -0.0600
C -1.2707 -2.4688 5.3213  -0.0506
C -0.8730 -1.3533 4.6027  -0.0631
C 2.6632 0.3226 3.2211  -0.3682
C 3.3073 1.1878 2.3389  -0.1369
C 4.5387 1.7232 2.6591  -0.0695
C 5.1163 1.4261 3.8841  -0.0755
C 4.4737 0.5775 4.7705  -0.0753
C 3.2449 0.0272 4.4463  -0.0655
H 5.3688 -0.7191 1.4775  0.0961
H 6.7410 -0.9444 3.5002  0.1121
H 6.3348 -2.7927 5.0746  0.1106
H 4.6110 -4.4972 4.5645  0.1107
H 3.2633 -4.2879 2.5027  0.0464
H 3.8302 0.3963 -0.2272  0.0866
H 5.5212 1.4014 -1.6994  0.1079
H 6.9360 -0.0310 -3.1170  0.1076
H 6.6528 -2.4852 -3.0700  0.1096
H 4.9674 -3.5007 -1.5729  0.0798
H 2.0885 -2.4999 3.4318  0.0662
H 1.4045 -4.4652 4.7663  0.1078
H -0.7655 -4.4553 5.9348  0.1090
H -2.2222 -2.4600 5.8330  0.1153
H -1.5020 -0.4751 4.5578  0.0852
H 2.8047 1.4724 1.4227  0.0969
H 5.0259 2.4051 1.9769  0.1136
H 6.0555 1.8844 4.1545  0.1131
H 4.9173 0.3739 5.7339  0.1172
H 2.7374 -0.6130 5.1525  0.1150
C -1.4978 2.4400 -5.9621  -0.0295
N -1.6940 2.4607 -4.5284  -0.1660
C -0.6465 3.1287 -3.7866  -0.0340
C -2.7725 1.9277 -3.9589  -0.4566
S -2.7328 1.1703 -2.3751  1.1478
N -3.9728 1.9574 -4.5523  -0.1859
C -4.3668 3.0424 -5.4298  -0.0220
C -5.0616 1.1270 -4.0938  -0.0665
H -0.5145 2.0119 -6.1684  0.1000
H -1.5216 3.4466 -6.3823  0.1013
H -2.2586 1.8273 -6.4347  0.0962
H -0.4613 4.0957 -4.2630  0.1095
H 0.2829 2.5569 -3.8007  0.0811
H -0.9539 3.3213 -2.7563  0.0572
H -3.6135 3.8231 -5.4355  0.0954
H -5.2906 3.4824 -5.0538  0.1061
H -4.5387 2.6902 -6.4483  0.1062
H -4.6785 0.1781 -3.7250  0.0707
H -5.7298 0.9407 -4.9331  0.1047
H -5.6206 1.6059 -3.2865  0.1023
Br -7.8493 -1.4045 1.2269  0.7892
C -6.0971 -0.7346 1.0243  -0.6664
C -4.9903 -1.5003 1.3854  -0.0689
C -3.7352 -0.9711 1.1914  -0.1302
N -3.5070 0.2649 0.7052  -0.0678
C -4.5851 0.9800 0.3395  -0.1297
C -5.8781 0.5218 0.4660  -0.0809
H -5.1050 -2.4761 1.8290  0.1155
H -2.8511 -1.5431 1.4650  0.1284
H -4.3940 1.9650 -0.0724  0.1093
H -6.7024 1.1464 0.1674  0.1077
C 2.3103 -0.8402 -3.8285  -0.0666
C 0.8911 -0.2780 -3.7820  -0.2168
N -0.1090 -1.1434 -3.1797  -0.1024
C -0.2006 -2.4965 -3.7146  -0.2091
C 0.4873 -3.5820 -2.8942  -0.1128
C -0.7984 -0.7173 -2.0357  -0.4752
C -2.0200 -1.5843 -1.7427  -0.0116
N -1.1316 0.7150 -2.1598  -0.2228
H 2.9810 -0.0774 -4.2223  0.0808
H 2.3774 -1.7137 -4.4704  0.0751
H 2.6278 -1.1211 -2.8299  0.0373
H 0.5675 -0.0482 -4.8084  0.1147
H 0.8999 0.6476 -3.2064  0.0914
H 0.2745 -2.4575 -4.6946  0.1158
H -1.2470 -2.7670 -3.8806  0.1073
H 1.4792 -3.2558 -2.6106  0.0069
H 0.5835 -4.4907 -3.4802  0.0815
H -0.0591 -3.8319 -1.9868  0.0453
H -1.7200 -2.5869 -1.4560  0.0931
H -2.6348 -1.6474 -2.6359  0.0823
H -2.6036 -1.1366 -0.9427  0.0395
H -0.7657 1.2726 -1.3786  0.0659